[1]
Below is a molecular structure, C11H3Cl2CoF5N5O2S at a distorted geometry, with properties calculated with wB97M-V/def2-TZVPD.

Results
HOMO-LUMO gap (spin up / spin down): 7.652 / 4.786 eV
strongest force on any atom: 1.27 eV Å⁻¹
spin multiplicity: 5
E_HOMO (spin up / spin down): -15.466 / -15.479 eV
<S²>: 6.034
energy above the lowest of the compared OMol25 structures with the same formula, charge and spin: 0.00 kcal/mol
net charge: +2

Geometry as XYZ:
```
30
Properties=species:S:1:pos:R:3:mulliken_charge:R:1
Co -0.1804 0.4624 -1.9893 0.544
Cl -0.1431 2.8027 -1.7938 -0.009
C -1.9188 2.7853 -1.5781 -0.118
Cl -2.3887 1.0647 -1.4581 -0.013
H -2.3925 3.2232 -2.4521 0.404
H -2.1831 3.3008 -0.6621 0.364
N 0.9506 -3.2241 -1.5973 -0.094
C 0.7942 -2.1802 -1.1102 0.489
H 1.6017 -3.9133 -1.9469 0.362
O 0.3220 -0.2715 -3.5536 -0.463
N 0.0992 -0.8204 -4.7194 -0.451
C -0.5599 -0.1452 -5.5797 0.645
C -1.0713 1.1542 -5.1998 0.310
N -1.4046 2.1404 -4.7125 -0.385
C -0.8067 -0.6784 -6.8861 -0.069
N -1.0351 -1.0841 -7.9345 -0.267
O 0.2360 -1.0721 0.7577 -0.111
N 0.4260 -1.0472 -0.6505 -0.240
F 1.2848 -0.5523 7.0614 -0.184
C 1.0541 -0.3899 5.8019 0.432
C 0.6428 0.8714 5.3280 0.280
F 0.5012 1.8721 6.1579 -0.208
C 0.3894 1.0102 3.9958 0.360
F -0.0084 2.1642 3.4846 -0.242
C 0.5600 -0.0680 3.0836 0.293
S 0.2078 0.3739 1.4780 0.397
C 0.9895 -1.3256 3.5806 0.181
F 1.1769 -2.3484 2.7795 -0.208
C 1.2278 -1.4758 4.9223 0.217
F 1.6284 -2.6291 5.3925 -0.219
```



[2]
Below is a molecular structure, C11H40O11Y at a distorted geometry, with properties calculated with wB97M-V/def2-TZVPD.

Results
HOMO-LUMO gap: 4.193 eV
strongest force on any atom: 5.08 eV Å⁻¹
E_HOMO: -11.580 eV
net charge: +1

Geometry as XYZ:
```
63
Properties=species:S:1:pos:R:3:mulliken_charge:R:1
Y 1.4678 -4.5378 -1.8399 1.478
O 1.1395 -2.5464 0.5767 -0.568
C 0.2987 -1.3478 0.6183 -0.183
C -0.5234 -1.0455 -0.7183 -0.265
O -0.2915 -1.8600 -1.8898 -0.489
H 0.9810 -0.5382 0.8772 0.256
H -0.3647 -1.4962 1.4703 0.217
H -0.2324 -0.0511 -1.0569 0.228
H -1.5777 -0.8921 -0.4881 0.255
C -0.9225 2.4782 -5.3100 -0.514
O -0.0715 1.3737 -5.3764 -0.478
H -0.5139 3.2903 -5.9114 0.246
H -1.9211 2.2246 -5.6658 0.267
H -1.0861 2.8550 -4.3004 0.203
H -0.4132 0.6255 -4.8814 0.277
C -1.0117 -4.9090 4.8245 -0.445
O -0.0906 -3.8373 4.7655 -0.464
H -0.7314 -5.6215 4.0487 0.217
H -1.0127 -5.2970 5.8431 0.203
H -1.9639 -4.4226 4.6128 0.209
H 0.1199 -3.6969 3.8395 0.279
C 3.9946 3.3789 3.3187 -0.523
O 3.5100 4.6314 2.8009 -0.517
H 4.3007 3.4790 4.3600 0.310
H 3.1785 2.6563 3.3190 0.213
H 4.8596 3.1026 2.7158 0.232
H 2.6624 4.7831 3.2254 0.295
C -4.8543 -0.8543 2.2832 -0.529
O -5.1982 0.4321 2.8660 -0.497
H -5.2940 -1.6357 2.9031 0.343
H -5.1860 -1.0790 1.2695 0.246
H -3.7937 -1.0768 2.4003 0.128
H -6.0006 0.3143 3.3796 0.310
C 2.4211 3.2920 -1.4807 -0.318
O 3.3145 4.2943 -1.0142 -0.546
H 2.0768 2.7340 -0.6099 0.147
H 1.5462 3.7090 -1.9794 0.213
H 3.0316 2.8026 -2.2396 0.184
H 3.3501 4.3676 -0.0577 0.311
C -4.7109 -1.2152 -3.8563 -0.449
O -3.4302 -1.0744 -4.2845 -0.472
H -5.3981 -0.6901 -4.5198 0.230
H -4.9348 -2.2714 -3.7070 0.256
H -4.7800 -0.8324 -2.8381 0.140
H -2.7683 -1.2464 -3.6107 0.287
C -3.3982 2.7952 -0.0212 -0.444
O -4.0684 3.8956 0.5774 -0.522
H -2.9109 2.0701 0.6305 0.214
H -4.1082 2.2346 -0.6293 0.198
H -2.4813 3.1238 -0.5105 0.255
H -4.8610 3.5607 1.0030 0.298
C 4.0798 -1.3877 4.1870 -0.434
O 4.3225 -2.4470 3.2736 -0.510
H 4.0880 -1.7163 5.2263 0.227
H 4.8820 -0.6895 3.9482 0.212
H 3.1144 -0.9846 3.8809 0.191
H 3.5480 -2.4890 2.7080 0.311
C 4.2726 -1.5304 -3.6522 -0.589
O 3.3581 -2.5945 -3.7891 -0.437
H 3.9737 -0.7253 -4.3235 0.266
H 4.4301 -1.2344 -2.6151 0.241
H 5.2909 -1.8687 -3.8439 0.306
H 3.2926 -2.7621 -4.7321 0.295
```